Below is C28H30N2O8S2Zr as an isolated structure in a non-equilibrium geometry, with properties calculated with wB97M-V/def2-TZVPD.

Output
Orbital gap in eV: 5.459
ΔE to the lowest compared entry with this formula, charge and spin in eV: 1.850
HOMO level in eV: -1.127
Charge: -2
LUMO energy in eV: 4.33

Each line ends with the Löwdin charge.
Cartesian coordinates (Å):
O (-1.6739, 1.1814, 1.4644)  -0.16
C (3.1882, -1.1386, 1.1458)  -0.76
H (1.9267, 0.3455, -1.4041)  0.06
C (2.8301, -1.6900, 2.5515)  -0.08
C (-0.4303, -2.8431, -0.1768)  -0.34
H (-4.7059, 0.6653, 2.5556)  0.11
C (4.0905, 0.1055, 1.3432)  -0.07
C (-3.9272, 1.1282, 1.9499)  -0.10
H (-1.2466, 0.8259, -2.8263)  0.12
C (0.0763, 0.8676, 3.8619)  -0.60
C (-1.5682, -1.0488, -3.8474)  -0.28
H (2.1357, -2.5242, 2.4424)  0.07
C (0.8603, 3.5063, -2.0038)  -0.53
C (-2.2633, -0.2100, 3.2596)  -0.10
H (2.3440, -0.9065, 3.1352)  0.06
H (-1.1597, -4.8610, -0.4972)  0.06
O (0.0395, -2.1678, 0.7451)  -0.13
O (0.5371, 0.6765, 4.9764)  0.05
C (-1.4802, 1.0477, 3.7475)  -0.09
N (1.0807, 2.4373, 0.1086)  0.00
H (3.7205, -2.0267, 3.0946)  0.07
H (4.4853, 0.4338, 0.3781)  0.06
C (-1.4458, -1.5236, 3.1999)  -0.61
H (3.4779, 0.9077, 1.7561)  0.07
C (-0.9052, -2.2474, -1.3975)  -0.09
N (2.0243, -0.7755, 0.3906)  -0.19
H (0.6928, 4.4634, -3.9230)  0.09
H (-3.4676, 3.2770, 1.9931)  0.11
H (2.1185, 0.4208, -3.9036)  0.10
O (-0.1949, -1.3681, 3.0232)  -0.14
C (-1.6891, 0.8283, -5.2675)  -0.09
C (3.9930, -2.2270, 0.3970)  -0.09
O (0.7600, 1.0531, 2.7770)  -0.22
H (1.5037, 2.4652, -5.1497)  0.08
H (-1.7860, 1.0105, -6.3373)  0.09
H (-4.3315, 1.3473, 0.9606)  0.11
H (-1.1293, 2.8744, 2.5531)  0.07
H (-3.1403, -0.4144, 3.8708)  0.14
C (-0.3430, -4.3383, -0.0027)  0.01
H (-2.4575, 1.4012, -4.7378)  0.10
C (1.4028, 2.4346, -4.0691)  -0.16
C (-1.8052, 2.0308, 2.6205)  -0.26
H (-1.8809, -3.0500, -4.5732)  0.10
H (4.8522, -2.5815, 0.9803)  0.06
C (-0.9285, -0.8196, -1.5176)  -0.30
O (-0.7159, -0.0266, -0.5246)  -0.19
S (0.4537, 4.7807, -0.9070)  0.89
O (-2.0653, -2.5830, 3.3092)  0.02
C (1.7553, 1.2875, -3.3609)  -0.12
C (-1.2856, -3.0132, -2.5131)  -0.04
C (-1.2592, -0.2550, -2.7697)  0.06
S (0.8789, 4.3939, 2.0109)  0.44
C (-1.6116, -2.4434, -3.7181)  -0.04
H (-0.3681, -4.5481, 1.0649)  0.09
C (0.9505, 3.5563, -3.3878)  -0.14
C (-2.6859, 0.2344, 1.8315)  -0.25
Zr (0.3584, -0.1837, 1.2335)  1.74
C (1.1876, 2.3420, -1.2746)  -0.32
C (0.8128, 3.6572, 0.5154)  -1.15
H (4.9282, -0.1030, 2.0213)  0.06
H (4.3451, -1.8276, -0.5574)  0.06
H (0.6058, -4.6971, -0.4109)  0.09
H (-3.6799, 2.5789, 3.6059)  0.11
H (-0.7083, 1.1652, -4.9243)  0.07
H (-1.8208, 1.3829, 4.7249)  0.15
H (3.3249, -3.0670, 0.1895)  0.06
C (1.6532, 1.2282, -1.9801)  -0.04
C (-3.3034, 2.3871, 2.6006)  -0.09
H (-1.3185, -4.0919, -2.4321)  0.10
O (-1.8601, -0.5633, -5.0887)  -0.09
H (-2.7518, -0.5645, 1.0943)  0.16